Formula: C30H30LuN2O5P2
Source: the Open Molecules 2025 dataset
Level of theory: ωB97M-V/def2-TZVPD

Positions of all 70 atoms, in Å:
Lu: -0.099 -0.220 -0.013
O: -0.017 2.171 -0.352
C: 1.230 2.632 0.197
C: 2.414 1.840 -0.369
N: 2.220 0.397 -0.121
C: 2.604 -0.376 -1.315
C: 1.498 -0.026 -2.379
O: 1.799 0.453 -3.445
O: 0.306 -0.226 -1.934
C: 2.819 -0.053 1.144
C: 1.737 -0.032 2.279
O: 2.062 0.008 3.439
O: 0.530 -0.091 1.831
H: -0.045 2.456 -1.283
H: 1.155 2.474 1.277
H: 1.356 3.701 -0.001
H: 3.343 2.208 0.086
H: 2.476 2.005 -1.451
H: 2.570 -1.452 -1.098
H: 3.601 -0.109 -1.692
H: 3.676 0.557 1.452
H: 3.154 -1.093 1.062
N: -2.172 -2.528 0.500
P: -2.673 -0.886 0.520
C: -4.450 -0.954 0.103
C: -5.029 0.244 -0.305
C: -6.383 0.312 -0.575
C: -7.172 -0.819 -0.439
C: -6.601 -2.014 -0.031
C: -5.246 -2.086 0.246
C: -2.817 -0.524 2.309
C: -2.332 0.697 2.768
C: -2.425 1.013 4.112
C: -2.982 0.107 5.000
C: -3.467 -1.111 4.546
C: -3.397 -1.424 3.200
P: -0.620 -2.903 -0.188
C: -1.002 -4.652 -0.510
C: -1.326 -5.081 -1.792
C: -1.782 -6.376 -1.982
C: -1.910 -7.235 -0.902
C: -1.552 -6.813 0.368
C: -1.102 -5.524 0.570
C: 0.412 -3.074 1.326
C: -0.049 -2.766 2.603
C: 0.794 -2.893 3.692
C: 2.096 -3.334 3.520
C: 2.560 -3.649 2.253
C: 1.726 -3.511 1.157
H: -2.892 -3.224 0.314
H: -4.403 1.121 -0.412
H: -6.826 1.239 -0.903
H: -8.229 -0.775 -0.653
H: -7.213 -2.898 0.066
H: -4.831 -3.030 0.572
H: -1.879 1.396 2.064
H: -2.053 1.961 4.471
H: -3.035 0.344 6.052
H: -3.896 -1.818 5.241
H: -3.768 -2.376 2.843
H: -1.228 -4.404 -2.630
H: -2.037 -6.722 -2.971
H: -2.286 -8.236 -1.045
H: -1.621 -7.489 1.204
H: -0.829 -5.184 1.557
H: -1.069 -2.443 2.750
H: 0.434 -2.636 4.674
H: 2.748 -3.438 4.372
H: 3.573 -3.994 2.112
H: 2.070 -3.776 0.165

Computed properties:
energy relative to the best compared isomer or geometry (same formula, charge and spin): 1.407 eV
E_LUMO: -2.849 eV
charge: +1
2S+1: 1

Partial atomic charges computed with the Löwdin method, in multiples of e: Lu 1.45; O -0.14; C -0.17; C -0.12; N -0.26; C -0.07; C -0.63; O 0.10; O -0.24; C -0.05; C -0.61; O 0.11; O -0.24; H 0.13; H 0.13; H 0.14; H 0.14; H 0.13; H 0.12; H 0.14; H 0.14; H 0.12; N -0.39; P 0.93; C -0.35; C -0.10; C -0.06; C -0.06; C -0.06; C -0.09; C -0.38; C -0.11; C -0.06; C -0.06; C -0.06; C -0.10; P 0.95; C -0.37; C -0.09; C -0.07; C -0.06; C -0.06; C -0.08; C -0.42; C -0.10; C -0.05; C -0.05; C -0.07; C -0.12; H 0.05; H 0.10; H 0.11; H 0.11; H 0.11; H 0.09; H 0.09; H 0.11; H 0.11; H 0.11; H 0.10; H 0.11; H 0.11; H 0.11; H 0.11; H 0.11; H 0.08; H 0.12; H 0.12; H 0.11; H 0.11

---

Formula: C30H30N6
Source: the Open Molecules 2025 dataset
Level of theory: ωB97M-V/def2-TZVPD

Positions of all 66 atoms, in Å:
C: -0.800 -1.367 4.726
C: -0.920 -0.550 3.578
C: -1.970 0.413 3.564
N: -2.741 0.649 4.593
C: -2.570 -0.068 5.741
C: -1.599 -1.109 5.832
H: -0.078 -2.169 4.681
H: -0.394 -0.635 2.638
H: -2.137 0.942 2.637
H: -3.167 0.207 6.598
H: -1.532 -1.756 6.694
C: 2.085 -2.200 -1.598
C: 0.834 -2.349 -2.142
C: 0.733 -2.670 -3.513
N: 1.770 -2.712 -4.325
C: 3.005 -2.437 -3.788
C: 3.211 -2.228 -2.350
H: 2.216 -2.211 -0.527
H: -0.042 -2.266 -1.516
H: -0.226 -2.985 -3.897
H: 3.818 -2.537 -4.492
H: 4.248 -2.190 -2.050
C: 1.803 5.498 0.757
C: 0.819 5.293 1.701
C: 0.958 4.132 2.494
N: 1.895 3.174 2.368
C: 2.802 3.431 1.416
C: 2.791 4.534 0.611
H: 1.890 6.421 0.203
H: 0.091 6.084 1.799
H: 0.280 4.118 3.335
H: 3.666 2.786 1.359
H: 3.500 4.760 -0.171
C: -0.452 -5.157 2.732
C: -1.320 -4.983 1.689
C: -0.905 -4.051 0.777
N: 0.157 -3.232 0.887
C: 0.966 -3.392 1.963
C: 0.704 -4.399 2.839
H: -0.683 -5.951 3.427
H: -2.266 -5.493 1.581
H: -1.489 -3.986 -0.130
H: 1.866 -2.795 1.954
H: 1.356 -4.600 3.676
C: -0.800 0.062 -0.003
C: -0.058 1.262 0.126
C: -0.705 2.507 -0.123
N: -2.062 2.566 -0.431
C: -2.777 1.374 -0.519
C: -2.152 0.151 -0.274
H: -0.372 -0.924 0.110
H: 0.997 1.217 0.349
H: -0.139 3.426 -0.097
H: -3.795 1.488 -0.859
H: -2.787 -0.716 -0.383
C: -0.642 0.465 -5.330
C: -0.634 0.949 -4.017
C: -0.632 2.332 -3.831
N: -0.731 3.204 -4.835
C: -0.765 2.717 -6.096
C: -0.742 1.361 -6.402
H: -0.643 -0.606 -5.472
H: -0.502 0.267 -3.190
H: -0.512 2.629 -2.800
H: -0.837 3.419 -6.913
H: -0.882 0.884 -7.361

Computed properties:
energy relative to the best compared isomer or geometry (same formula, charge and spin): 2.141 eV
SMILES: c1ccncc1.c1ccncc1.c1ccncc1.c1ccncc1.c1ccncc1.c1ccncc1
E_LUMO: 0.480 eV
2S+1: 1

Partial atomic charges computed with the Löwdin method, in multiples of e: C -0.08; C -0.04; C -0.16; N 0.04; C -0.12; C -0.07; H 0.08; H 0.07; H 0.09; H 0.09; H 0.09; C -0.12; C -0.08; C -0.17; N 0.04; C -0.09; C -0.05; H 0.09; H 0.06; H 0.10; H 0.09; H 0.09; C -0.09; C -0.07; C -0.15; N 0.07; C -0.18; C -0.09; H 0.11; H 0.10; H 0.10; H 0.10; H 0.10; C -0.07; C -0.06; C -0.15; N 0.06; C -0.14; C -0.09; H 0.11; H 0.11; H 0.10; H 0.11; H 0.11; C -0.11; C -0.05; C -0.13; N 0.05; C -0.12; C -0.10; H 0.06; H 0.09; H 0.08; H 0.10; H 0.10; C -0.08; C -0.06; C -0.15; N 0.06; C -0.15; C -0.07; H 0.09; H 0.08; H 0.08; H 0.10; H 0.10